This record from the OMol25 dataset describes a structure of composition C33H50BrLuN7O6P in a non-equilibrium geometry. The level of theory is ωB97M-V with the def2-TZVPD basis set.

HOMO level: -7.7 eV
HOMO-LUMO gap: 0.30134 Eh
Relative energy (zero: lowest compared OMol25 entry of this formula, charge and spin): 0.0 kJ/mol

ORCA input file:
```
! RIJCOSX wB97M-V def2-TZVPD def2/J DEFGRID3
* xyz 0 1
Lu 0.1373 -0.3552 -0.0968
Br 2.9984 -2.5588 0.6385
C 2.8854 -1.1206 1.8654
C 3.7908 -1.0257 2.9039
C 3.6496 0.0423 3.7785
C 2.6278 0.9574 3.5888
C 1.7765 0.7776 2.5162
N 1.9117 -0.2465 1.6648
C 0.6198 1.7353 2.2320
O 0.4919 2.7072 2.9503
O -0.1039 1.3784 1.2324
H 4.5721 -1.7616 3.0215
H 4.3393 0.1518 4.6063
H 2.4667 1.8028 4.2422
N -1.1240 1.3884 -1.4032
C -1.9296 1.1479 -2.6087
C -3.0122 0.0999 -2.3252
C -2.9118 -1.1430 -3.2066
C -1.5880 -1.8926 -3.1042
N -1.1365 -2.0498 -1.7124
H -1.6964 1.8089 -0.6750
H -0.3716 2.0415 -1.5946
H -1.2449 0.7969 -3.3838
H -2.3835 2.0718 -2.9729
H -4.0063 0.5311 -2.4495
H -2.9303 -0.1954 -1.2764
H -3.0525 -0.8702 -4.2560
H -3.7322 -1.8194 -2.9459
H -0.8067 -1.3602 -3.6423
H -1.7107 -2.8624 -3.5941
H -0.4733 -2.8167 -1.6605
H -1.9240 -2.3227 -1.1314
N 1.5933 0.0388 -1.5604
P 2.7935 -0.0266 -2.5000
N 2.7575 -1.1337 -3.7966
C 2.4608 -2.5059 -3.3610
C 2.7001 -3.4943 -4.4936
C 1.8596 -3.1200 -5.7117
C 2.1302 -1.6693 -6.1039
C 1.8956 -0.7442 -4.9174
N 3.0669 1.4333 -3.2630
C 2.0856 2.5186 -3.1522
C 2.6214 3.7869 -3.8116
C 4.0693 4.0492 -3.3994
C 4.9884 2.8643 -3.7787
C 4.1646 1.6460 -4.1911
N 4.2699 -0.4480 -1.8236
C 4.6838 0.3974 -0.6946
C 5.8358 -0.2507 0.0585
C 7.0793 -0.3647 -0.8393
C 6.6786 -0.5451 -2.3137
C 5.3324 -1.2521 -2.4299
H 1.4145 -2.5781 -3.0263
H 3.0881 -2.7454 -2.5019
H 2.4616 -4.5055 -4.1533
H 3.7621 -3.4739 -4.7602
H 0.7971 -3.2302 -5.4623
H 2.0695 -3.7921 -6.5469
H 1.4934 -1.3667 -6.9385
H 3.1726 -1.5667 -6.4223
H 0.8354 -0.7889 -4.6310
H 2.1096 0.2871 -5.1909
H 1.8926 2.7104 -2.0946
H 1.1268 2.2384 -3.6090
H 1.9853 4.6247 -3.5216
H 2.5574 3.7041 -4.9001
H 4.0969 4.2117 -2.3191
H 4.4247 4.9690 -3.8659
H 5.6094 2.5957 -2.9223
H 5.6642 3.1366 -4.5938
H 4.7853 0.7509 -4.2128
H 3.7878 1.7845 -5.2134
H 3.8229 0.5566 -0.0465
H 5.0015 1.3930 -1.0408
H 5.5223 -1.2445 0.3862
H 6.0600 0.3323 0.9535
H 7.6881 -1.2107 -0.5122
H 7.6987 0.5292 -0.7352
H 7.4407 -1.1112 -2.8525
H 6.5995 0.4310 -2.8000
H 5.4015 -2.2295 -1.9281
H 5.0815 -1.4429 -3.4709
O -1.9001 -1.0070 0.8625
C -1.2312 -1.8958 1.4467
O -0.0430 -2.1785 1.0662
C -1.8104 -2.6523 2.5908
C -3.1580 -2.9696 2.5888
C -3.7247 -3.7274 3.6203
C -2.8843 -4.1141 4.6313
O -3.1894 -4.8377 5.7483
C -1.9643 -4.9971 6.4703
O -0.9479 -4.2810 5.7678
C -1.5411 -3.7837 4.6388
C -0.9637 -3.0684 3.6281
H -3.7787 -2.6159 1.7757
H -4.7742 -3.9897 3.6295
H -1.7036 -6.0547 6.5142
H -2.0765 -4.5842 7.4713
H 0.0912 -2.8280 3.6244
*
```

Atom charges from the Mulliken analysis, given in e for atoms 1 to 6: 1.737, 0.001, -0.212, -0.732, -0.492, -0.648

This record from the OMol25 dataset describes an isolated molecule of C4H4O in a non-equilibrium geometry. The level of theory is ωB97M-V with the def2-TZVPD basis set.

HOMO level (alpha / beta): -8.4 / -7.5 eV
HOMO-LUMO gap (alpha / beta): 0.29479 / 0.27620 Eh
Relative energy (zero: lowest compared OMol25 entry of this formula, charge and spin): 558.6 kJ/mol

ORCA input file:
```
! RIJCOSX wB97M-V def2-TZVPD def2/J DEFGRID3
* xyz 0 1
C -1.0241 0.3157 0.3408
C -2.0462 -0.3648 -0.2136
C 1.5577 -0.2931 -0.1681
C 0.3245 0.3591 0.1185
O 1.4387 0.8819 0.6935
H -1.4576 0.8740 1.1421
H -2.3723 -0.4646 -1.1831
H 1.6632 -1.1729 0.4016
H 1.9161 -0.1353 -1.1317
*
```

Atom charges from the Mulliken analysis, given in e for atoms 1 to 6: -0.217, -0.606, -0.153, 0.250, -0.408, 0.341

This record from the OMol25 dataset describes a cluster of 15 separate species, C70H181N19O26 in total in a non-equilibrium geometry. The level of theory is ωB97M-V with the def2-TZVPD basis set.

HOMO level: -7.9 eV
HOMO-LUMO gap: 0.29978 Eh
Relative energy (zero: lowest compared OMol25 entry of this formula, charge and spin): 850.8 kJ/mol

ORCA input file:
```
! RIJCOSX wB97M-V def2-TZVPD def2/J DEFGRID3
* xyz 0 1
C -4.9972 3.0052 -3.6865
O -6.4119 2.5919 -3.8690
C -6.5852 1.2449 -4.2613
C -8.0968 0.9479 -4.6053
N -8.4751 1.6186 -5.8693
C -8.7245 3.0636 -5.8029
C -7.8960 3.7971 -6.8149
O -7.7936 3.0433 -8.0183
C -9.0520 3.1465 -8.7873
H -4.5347 2.3344 -2.9625
H -4.9113 4.0773 -3.5090
H -4.6085 2.6853 -4.6533
H -6.3533 0.7119 -3.3392
H -5.9601 0.8829 -5.0776
H -8.7639 1.1761 -3.7740
H -8.2505 -0.0921 -4.8929
H -7.8811 1.4524 -6.6691
H -8.5914 3.4691 -4.7999
H -9.7907 3.2444 -5.9397
H -6.8690 3.8399 -6.4522
H -8.2460 4.8277 -6.8743
H -9.0590 2.2670 -9.4312
H -9.0886 3.9600 -9.5118
H -9.9944 3.3026 -8.2624
C -3.0419 -10.1052 -2.7642
O -4.3524 -9.6780 -2.4730
C -4.8771 -8.6718 -3.3237
C -4.6512 -7.2340 -2.6403
N -5.4241 -6.1935 -3.3018
C -5.2869 -4.8673 -2.7515
C -3.9005 -4.3105 -2.9315
O -3.5314 -3.1091 -2.2598
C -3.9102 -1.9437 -2.8477
H -2.4713 -10.2576 -1.8481
H -2.5513 -9.2817 -3.2831
H -3.0887 -11.0508 -3.3043
H -5.9192 -8.9911 -3.3081
H -4.5598 -8.7112 -4.3658
H -3.5919 -7.0095 -2.7649
H -4.9216 -7.3077 -1.5869
H -6.3290 -6.4962 -3.6330
H -5.6250 -4.7384 -1.7233
H -6.0089 -4.2679 -3.3060
H -3.6889 -4.1764 -3.9923
H -3.1961 -5.0127 -2.4856
H -3.7675 -1.9284 -3.9282
H -3.4448 -1.0481 -2.4363
H -4.9640 -1.9311 -2.5695
C 6.6461 5.1803 7.4856
O 5.3490 5.0684 6.8910
C 4.4615 6.1696 7.1425
C 2.9599 6.0579 6.7547
N 2.7309 5.8625 5.2922
C 1.3824 5.4539 4.9556
C 1.2356 5.1421 3.4088
O 2.1943 4.0318 3.2262
C 2.1769 3.6092 1.8750
H 7.1268 5.8200 6.7455
H 7.2023 4.2521 7.6173
H 6.7578 5.6785 8.4487
H 4.8859 7.0917 6.7454
H 4.5470 6.2431 8.2266
H 2.3545 6.8979 7.0955
H 2.5864 5.2409 7.3720
H 3.2508 5.0139 5.1195
H 0.6550 6.2352 5.1759
H 1.0628 4.6773 5.6505
H 1.5459 5.9012 2.6907
H 0.1667 5.0034 3.2464
H 1.2562 3.0410 1.7425
H 3.0052 2.9145 1.7357
H 2.0107 4.3163 1.0622
C 5.6861 -2.6462 0.5993
O 6.8313 -3.3465 1.0910
C 6.6971 -4.7801 1.0574
C 6.0828 -5.2017 2.4596
N 7.1859 -4.7712 3.3444
C 6.5769 -4.8044 4.6904
C 7.6926 -4.3906 5.6103
O 8.3120 -3.1379 5.4125
C 7.3897 -2.0356 5.5207
H 4.7527 -3.1930 0.7330
H 5.6071 -2.4476 -0.4695
H 5.6476 -1.6554 1.0519
H 7.7279 -5.0823 0.8720
H 6.1377 -4.9418 0.1360
H 5.7113 -6.2228 2.5466
H 5.2391 -4.5518 2.6916
H 7.4860 -3.8466 3.0704
H 6.3750 -5.8282 5.0051
H 5.6395 -4.2487 4.7148
H 8.5572 -5.0470 5.7086
H 7.3328 -4.4147 6.6390
H 6.4930 -2.1744 4.9168
H 7.8416 -1.1588 5.0569
H 7.1412 -1.6077 6.4920
C 2.9463 -5.8579 -9.5059
O 3.8266 -5.9253 -8.3879
C 4.9153 -5.0491 -8.4224
C 5.8337 -5.0358 -7.1883
N 5.1498 -4.6655 -5.9517
C 4.7553 -3.2262 -5.8262
C 4.3894 -3.0113 -4.3176
O 4.1602 -1.6213 -4.0133
C 3.6160 -1.6566 -2.6639
H 2.3812 -4.9261 -9.5292
H 2.1943 -6.6347 -9.3675
H 3.3901 -5.8961 -10.5007
H 4.3940 -4.1008 -8.5535
H 5.4648 -5.3686 -9.3079
H 6.6298 -4.2960 -7.2725
H 6.2528 -6.0415 -7.1589
H 4.3516 -5.2625 -6.1143
H 3.9745 -3.1857 -6.5857
H 5.5296 -2.5054 -6.0888
H 5.1178 -3.4513 -3.6365
H 3.4293 -3.5274 -4.3239
H 3.7333 -2.4947 -1.9769
H 2.5383 -1.4962 -2.6958
H 3.9793 -0.7973 -2.1002
C 0.9057 -3.1034 -6.5419
O -0.5506 -3.3776 -6.5715
C -1.0391 -3.0296 -7.8068
C -2.6108 -2.8419 -7.7208
N -2.9825 -1.9626 -6.6536
C -2.8346 -0.5349 -6.9276
C -2.8532 0.2480 -5.5717
O -1.8481 -0.1561 -4.6330
C -1.3247 0.9966 -3.9288
H 1.3859 -3.7947 -7.2345
H 1.4058 -3.3892 -5.6165
H 1.0059 -2.0267 -6.6787
H -0.7202 -3.7278 -8.5806
H -0.7001 -2.0656 -8.1862
H -2.9470 -3.7695 -7.2575
H -3.0928 -2.8988 -8.6968
H -2.1895 -2.1465 -6.0557
H -3.6008 -0.2774 -7.6589
H -1.8015 -0.3630 -7.2299
H -3.8506 0.0115 -5.2008
H -2.6801 1.2984 -5.8053
H -0.6986 1.6934 -4.4862
H -0.8333 0.6011 -3.0399
H -2.1515 1.4462 -3.3789
C -7.4818 -1.0322 3.6005
O -7.4021 0.1587 4.3263
C -8.1288 1.2498 3.7206
C -7.4150 2.6014 4.0442
N -5.8970 2.5799 3.7689
C -5.4106 3.9190 3.6491
C -3.8768 4.0120 3.5828
O -3.4999 3.6459 4.9272
C -2.1130 3.4456 5.2693
H -6.7796 -1.7590 4.0090
H -7.0939 -0.8617 2.5962
H -8.4851 -1.4559 3.6443
H -9.2153 1.2684 3.8061
H -7.8799 1.1159 2.6678
H -7.5685 2.9374 5.0697
H -7.8892 3.4779 3.6025
H -5.3218 2.1556 4.4825
H -5.8272 4.5899 4.4004
H -5.6342 4.2512 2.6353
H -3.6926 5.0855 3.5417
H -3.4696 3.5476 2.6847
H -1.9605 2.8266 6.1534
H -1.6714 4.4144 5.5029
H -1.5219 3.0316 4.4524
C -2.8397 4.3368 -0.1060
O -3.2487 5.7281 -0.0162
C -2.9067 6.4345 -1.2394
C -3.0325 7.9816 -1.0574
N -4.4643 8.3478 -1.1320
C -4.5595 9.7969 -1.1645
C -4.2653 10.6080 0.1790
O -4.6171 11.9405 0.0854
C -4.4486 12.7093 1.2992
H -3.1142 3.9453 -1.0855
H -3.3154 3.7009 0.6407
H -1.7649 4.2351 0.0443
H -3.6128 6.1837 -2.0310
H -1.9654 5.9646 -1.5245
H -2.5683 8.4545 -1.9228
H -2.4819 8.4048 -0.2172
H -4.9096 8.0453 -0.2774
H -5.6059 10.0778 -1.2844
H -4.1223 10.3148 -2.0181
H -3.1765 10.6287 0.2257
H -4.8072 10.0821 0.9652
H -4.7909 12.0931 2.1306
H -4.9949 13.6513 1.3462
H -3.3707 12.8649 1.3461
C 6.8797 2.4446 -0.2617
O 8.2100 1.8756 -0.1629
C 9.1083 2.6881 0.6409
C 9.0372 2.1883 2.1015
N 10.2584 2.4235 2.8301
C 10.1424 1.8425 4.1101
C 10.8291 2.7166 5.1129
O 10.4260 4.0976 4.9164
C 11.1988 5.0776 5.6391
H 6.2448 1.6823 -0.7133
H 6.8965 3.3252 -0.9038
H 6.5925 2.6988 0.7585
H 9.0050 3.7724 0.6004
H 10.0915 2.4040 0.2659
H 8.7166 1.1493 2.1772
H 8.1812 2.6385 2.6043
H 10.4194 3.4133 2.9499
H 10.5588 0.8377 4.1816
H 9.0827 1.7097 4.3281
H 11.8591 2.4678 4.8572
H 10.7301 2.4447 6.1638
H 10.8156 5.0075 6.6571
H 10.8976 6.1146 5.4906
H 12.2768 4.9301 5.5729
C 4.6902 0.0068 3.1778
O 4.3252 -1.2571 3.7004
C 3.0771 -1.6386 3.1555
C 2.3836 -2.9447 3.6756
N 2.9605 -4.1887 3.1314
C 2.1283 -5.3986 3.3102
C 2.5238 -6.1533 4.6041
O 3.7101 -6.8193 4.3609
C 3.8102 -7.9720 5.1240
H 5.7341 0.1276 3.4670
H 4.0805 0.8130 3.5858
H 4.6418 0.1364 2.0966
H 3.3118 -1.7847 2.1011
H 2.3337 -0.8557 3.3053
H 1.2972 -2.9324 3.5879
H 2.4335 -3.0947 4.7541
H 3.6901 -4.3887 3.8006
H 2.0151 -6.0610 2.4520
H 1.1268 -4.9758 3.3890
H 1.6886 -6.8192 4.8212
H 2.5805 -5.4893 5.4666
H 4.1204 -7.7639 6.1480
H 4.5834 -8.6191 4.7097
H 2.9130 -8.5613 4.9345
C -2.5035 -0.2231 5.2246
O -2.7381 -0.8565 4.0053
C -1.6403 -1.6537 3.5141
C -1.9646 -2.3197 2.2051
N -2.9460 -3.4036 2.5960
C -3.5818 -3.9118 1.3665
C -4.7960 -4.8126 1.7058
O -5.6901 -4.1260 2.6189
C -6.9620 -4.7585 2.7633
H -3.4371 0.3328 5.3105
H -1.7497 0.5596 5.1393
H -2.3491 -0.8410 6.1092
H -1.4253 -2.4101 4.2689
H -0.7246 -1.0680 3.4332
H -1.0486 -2.7072 1.7592
H -2.3507 -1.5567 1.5292
H -3.6121 -3.0241 3.2535
H -2.8414 -4.3438 0.6931
H -4.0301 -3.0675 0.8429
H -4.4118 -5.7243 2.1633
H -5.4363 -5.0595 0.8590
H -7.8324 -4.1054 2.7003
H -6.9788 -4.9960 3.8269
H -7.1202 -5.7355 2.3066
C -4.6861 1.0701 0.8013
O -3.9982 0.9569 -0.2431
N -4.3058 0.7159 1.9583
N -5.9016 1.5067 0.8920
H -4.7399 1.0153 2.8197
H -3.5046 0.1219 2.1169
H -6.1643 1.7964 1.8233
H -6.2925 1.8470 0.0251
C 3.1475 3.3581 -1.5642
O 3.2363 2.3265 -0.9146
N 4.1668 3.8834 -2.1681
N 2.0205 3.9664 -1.8975
H 5.0983 3.5816 -1.9205
H 4.0844 4.6240 -2.8499
H 1.1851 3.6690 -1.4140
H 2.2078 4.8668 -2.3150
C 0.3485 -3.0278 -0.8124
O 0.0828 -2.0504 -0.1532
N -0.4958 -3.5389 -1.5800
N 1.5291 -3.5528 -0.7831
H -0.3137 -4.4650 -1.9397
H -1.4346 -3.1775 -1.6698
H 1.8961 -4.2521 -1.4126
H 2.1237 -3.1566 -0.0692
C -0.1974 1.2538 -0.2486
O -0.4033 2.4643 -0.0801
N -1.2024 0.4660 -0.5076
N 0.9305 0.6994 -0.4109
H -1.1434 -0.5337 -0.6384
H -2.1262 0.8635 -0.4137
H 0.9001 -0.3066 -0.3271
H 1.7210 1.3280 -0.4103
*
```

Atom charges from the Mulliken analysis, given in e for atoms 1 to 6: -0.092, -0.373, 0.027, -1.130, -0.270, -0.614

This record from the OMol25 dataset describes an isolated molecule of C2H4ClNO2 in a non-equilibrium geometry. The level of theory is ωB97M-V with the def2-TZVPD basis set.

SMILES: C[C@@H](Cl)[N+](=O)[O-]
HOMO level: -11.2 eV
HOMO-LUMO gap: 0.40799 Eh
Relative energy (zero: lowest compared OMol25 entry of this formula, charge and spin): 319.6 kJ/mol

ORCA input file:
```
! RIJCOSX wB97M-V def2-TZVPD def2/J DEFGRID3
* xyz 0 1
C 1.0312 -0.3060 0.4711
C -0.1393 -0.2427 -0.4483
Cl -0.9754 -1.8733 -0.4141
N -1.1560 0.7490 -0.1904
O -2.2197 0.6714 -0.7505
O -0.7669 1.6125 0.5623
H 0.8888 -0.6316 1.5606
H 1.3146 0.7049 0.5552
H 1.9097 -0.8170 0.0306
H 0.1130 0.1328 -1.3764
*
```

Atom charges from the Mulliken analysis, given in e for atoms 1 to 6: -1.065, 0.100, -0.162, 0.843, -0.516, -0.534

This record from the OMol25 dataset describes an isolated molecule of C12H12N4O4S in a non-equilibrium geometry. The level of theory is ωB97M-V with the def2-TZVPD basis set.

SMILES: CCc1nnc(NC(=O)COc2ccc([N+](=O)[O-])cc2)s1
HOMO level: -9.5 eV
HOMO-LUMO gap: 0.32905 Eh
Relative energy (zero: lowest compared OMol25 entry of this formula, charge and spin): 131.9 kJ/mol

ORCA input file:
```
! RIJCOSX wB97M-V def2-TZVPD def2/J DEFGRID3
* xyz 0 1
C 1.8015 4.2605 0.0202
C 1.2862 3.0425 -0.7363
C 1.9476 1.7972 -0.2828
N 2.8610 1.7136 0.6073
N 3.2933 0.4889 0.8565
C 2.7041 -0.4253 0.1644
N 3.0817 -1.7390 0.2488
C 2.4114 -2.9046 -0.0033
O 2.9769 -3.9663 0.0611
C 0.9317 -2.7847 -0.3558
O 0.3225 -1.9263 0.5847
C -0.9486 -1.5131 0.3866
C -1.7817 -1.9595 -0.6392
C -3.0588 -1.4498 -0.7547
C -3.5089 -0.4941 0.1470
N -4.8346 0.0400 0.0133
O -5.1847 0.8859 0.8101
O -5.5252 -0.3832 -0.8906
C -2.6861 -0.0473 1.1791
C -1.4155 -0.5554 1.2966
S 1.5057 0.2219 -0.9544
H 2.8714 4.3709 -0.1285
H 1.2988 5.1565 -0.3335
H 1.6184 4.1479 1.0846
H 0.2062 2.9353 -0.5959
H 1.4608 3.1611 -1.8100
H 4.0053 -1.8684 0.6525
H 0.8377 -2.3903 -1.3778
H 0.4999 -3.7919 -0.3167
H -1.4461 -2.7040 -1.3427
H -3.7192 -1.7826 -1.5409
H -3.0604 0.6941 1.8681
H -0.7522 -0.2303 2.0821
*
```

Atom charges from the Mulliken analysis, given in e for atoms 1 to 6: -1.305, -0.123, 0.393, -0.146, -0.751, 0.457

Question: What is the relative energy (zero: lowest compared OMol25 entry of this formula, charge and spin) in the second record?
Answer: 558.6 kJ/mol